Molecular formula: C46H37LiN5O4S2
Method: DFT, wB97M-V/def2-TZVPD

Calculated values
multiplicity: 2
net charge: -2
Kohn-Sham gap (alpha / beta): 3.74 / 6.02 eV
expectation value of S²: 0.797
E_LUMO (alpha / beta): 3.88 / 3.88 eV

Each line ends with the Mulliken spin population.
Element x y z (Å)
Li (-1.41, -0.25, 0.26)  0.028
C (-5.65, -1.63, 1.03)  -0.074
C (-4.43, -0.83, 0.86)  0.173
N (-3.34, -1.45, 0.63)  -0.004
C (-3.23, -2.66, 1.14)  0.039
C (-4.21, -3.57, 1.34)  -0.149
C (-5.57, -3.00, 1.46)  0.133
C (-4.23, -4.98, 1.81)  0.207
C (-2.77, -5.62, 1.49)  0.488
C (-1.74, -4.62, 1.30)  -0.015
C (-0.51, -5.09, 1.51)  0.062
C (0.64, -4.34, 1.38)  -0.097
C (0.31, -2.95, 0.85)  0.202
N (-1.04, -2.46, 0.98)  -0.034
C (-2.00, -3.29, 1.11)  -0.019
H (-6.65, -0.97, 1.27)  -0.005
H (-5.09, -0.18, 0.19)  -0.009
H (-6.30, -3.38, 2.10)  0.003
H (-4.74, -5.89, 1.51)  0.031
H (-3.19, -6.61, 2.01)  0.005
H (-0.42, -5.99, 1.83)  0.007
H (1.74, -4.53, 1.02)  0.003
H (1.13, -2.26, 0.65)  0.027
O (-0.03, 0.02, 1.41)  -0.006
N (0.30, 1.20, 2.00)  0.001
C (-0.21, 1.42, 3.28)  -0.001
C (-0.04, 2.55, 3.94)  0.000
C (0.71, 3.47, 3.29)  0.000
C (1.31, 3.33, 2.04)  0.000
C (0.96, 2.15, 1.31)  0.000
S (1.40, 1.93, -0.33)  0.001
H (-0.92, 0.25, 3.79)  0.000
H (-0.47, 2.64, 4.83)  0.000
H (0.73, 4.64, 3.87)  0.000
H (2.00, 4.06, 1.64)  0.000
O (3.69, -1.24, -0.32)  0.001
S (3.38, -1.46, 1.13)  0.005
C (3.93, -0.06, 2.21)  -0.002
C (5.24, 0.70, 1.79)  0.000
C (4.97, 1.67, 0.74)  0.000
C (6.04, 2.55, 0.40)  0.000
C (7.22, 2.34, 0.80)  0.000
C (7.69, 1.24, 1.85)  0.000
C (6.50, 0.44, 2.17)  0.000
C (4.84, -2.61, 1.88)  0.000
C (5.56, -3.32, 0.70)  0.000
C (6.54, -2.67, 0.04)  0.000
C (6.99, -3.12, -1.22)  0.000
C (6.34, -4.25, -1.75)  0.000
C (5.34, -5.02, -1.12)  0.000
C (4.92, -4.54, 0.16)  0.001
H (3.90, -0.48, 3.12)  0.000
H (3.16, 0.56, 2.28)  0.001
H (3.87, 1.86, 0.33)  0.000
H (5.54, 2.91, -0.43)  0.000
H (8.20, 2.82, 0.36)  0.000
H (8.73, 1.26, 2.07)  0.000
H (6.84, -0.14, 2.71)  0.000
H (4.95, -3.57, 2.46)  0.000
H (5.59, -2.04, 2.11)  -0.001
H (6.98, -1.55, 0.38)  0.000
H (7.47, -2.50, -2.18)  0.000
H (6.71, -4.38, -2.93)  0.000
H (4.84, -5.85, -1.94)  0.000
H (3.97, -5.35, 0.77)  -0.001
O (-2.39, 3.42, 1.31)  -0.002
C (-2.71, 2.84, 0.29)  0.006
N (-3.65, 3.40, -0.59)  -0.001
C (-3.59, 2.64, -1.90)  0.000
C (-2.76, 1.46, -1.38)  -0.004
O (-2.61, 0.47, -2.07)  -0.002
N (-2.27, 1.62, -0.12)  -0.004
C (-2.73, 3.38, -2.83)  0.000
C (-3.30, 4.22, -4.08)  0.000
C (-2.61, 5.11, -4.70)  0.000
C (-1.32, 5.34, -4.43)  0.000
C (-0.70, 4.57, -3.40)  0.000
C (-1.38, 3.61, -2.61)  0.000
C (-4.87, 2.17, -2.34)  0.002
C (-4.99, 1.61, -3.65)  0.002
C (-6.12, 0.88, -4.00)  -0.001
C (-7.24, 0.66, -3.03)  0.000
C (-7.17, 1.41, -1.90)  0.001
C (-6.08, 2.12, -1.55)  -0.001
H (-3.75, 4.42, -0.65)  0.000
H (-4.49, 3.60, -4.32)  0.000
H (-3.36, 5.60, -5.43)  0.000
H (-0.37, 6.22, -4.76)  0.000
H (0.40, 4.65, -3.06)  0.000
H (-0.47, 3.42, -1.73)  0.000
H (-4.20, 1.53, -4.18)  0.000
H (-6.33, 0.49, -5.20)  0.000
H (-8.01, 0.01, -3.31)  0.000
H (-7.82, 1.02, -1.10)  0.000
H (-6.12, 2.79, -0.66)  0.000

***

Molecular formula: C46H37N2O3P2S3SbSe4Ti
Method: DFT, wB97M-V/def2-TZVPD

Calculated values
net charge: 0
Kohn-Sham gap (alpha / beta): 5.78 / 5.78 eV
E_LUMO (alpha / beta): -0.80 / -0.80 eV

Each line ends with the Löwdin charge.
Element x y z (Å)
Ti (-0.09, -0.43, -0.08)  0.236
O (-2.71, 2.48, 0.65)  -0.401
S (-1.33, 1.96, 0.61)  0.894
C (-0.60, 2.37, 2.19)  -0.355
C (-0.63, 3.68, 2.64)  -0.068
C (-0.19, 3.96, 3.92)  -0.050
C (0.23, 2.92, 4.75)  -0.049
C (0.19, 1.61, 4.31)  -0.059
C (-0.22, 1.31, 3.01)  -0.317
P (-0.50, -0.40, 2.41)  1.006
C (-2.04, -1.02, 3.06)  -0.376
C (-3.19, -0.82, 2.30)  -0.118
C (-4.40, -1.32, 2.75)  -0.059
C (-4.46, -2.02, 3.95)  -0.083
C (-3.31, -2.22, 4.70)  -0.094
C (-2.10, -1.72, 4.27)  -0.094
C (0.90, -1.38, 2.98)  -0.342
C (0.77, -2.77, 2.98)  -0.089
C (1.89, -3.57, 3.19)  -0.053
C (3.14, -2.99, 3.37)  -0.071
C (3.27, -1.61, 3.35)  -0.069
C (2.16, -0.80, 3.15)  -0.090
C (-0.46, 2.82, -0.70)  -0.343
C (0.28, 3.98, -0.54)  -0.048
C (0.85, 4.58, -1.66)  -0.048
C (0.66, 4.03, -2.92)  -0.049
C (-0.07, 2.86, -3.06)  -0.063
C (-0.63, 2.23, -1.96)  -0.336
P (-1.37, 0.54, -2.04)  1.031
C (-3.16, 0.77, -1.97)  -0.373
C (-3.97, -0.29, -1.56)  -0.113
C (-5.35, -0.15, -1.55)  -0.057
C (-5.92, 1.05, -1.94)  -0.064
C (-5.12, 2.11, -2.36)  -0.068
C (-3.74, 1.97, -2.38)  -0.080
C (-0.97, -0.13, -3.66)  -0.343
C (-1.96, -0.65, -4.48)  -0.051
C (-1.61, -1.26, -5.69)  -0.058
C (-0.28, -1.32, -6.08)  -0.072
C (0.71, -0.79, -5.26)  -0.080
C (0.37, -0.20, -4.05)  -0.126
H (-1.04, 4.46, 2.02)  0.118
H (-0.20, 4.98, 4.29)  0.112
H (0.57, 3.14, 5.76)  0.112
H (0.47, 0.80, 4.98)  0.118
H (-3.14, -0.31, 1.34)  0.070
H (-5.29, -1.18, 2.15)  0.113
H (-5.40, -2.43, 4.28)  0.111
H (-3.36, -2.79, 5.62)  0.109
H (-1.20, -1.90, 4.84)  0.109
H (-0.19, -3.24, 2.81)  0.062
H (1.77, -4.64, 3.19)  0.115
H (4.01, -3.62, 3.52)  0.105
H (4.25, -1.16, 3.48)  0.107
H (2.29, 0.27, 3.11)  0.092
H (0.45, 4.40, 0.44)  0.100
H (1.44, 5.48, -1.54)  0.112
H (1.09, 4.50, -3.79)  0.112
H (-0.19, 2.42, -4.05)  0.111
H (-3.53, -1.24, -1.26)  0.011
H (-5.96, -0.99, -1.24)  0.105
H (-7.00, 1.17, -1.93)  0.106
H (-5.57, 3.04, -2.66)  0.106
H (-3.12, 2.80, -2.69)  0.109
H (-3.00, -0.62, -4.18)  0.110
H (-2.39, -1.68, -6.31)  0.111
H (-0.02, -1.79, -7.02)  0.107
H (1.75, -0.84, -5.56)  0.110
H (1.15, 0.19, -3.41)  0.106
O (5.37, 0.57, -0.83)  0.065
C (4.99, 1.46, 0.13)  -0.253
C (5.92, 2.30, 0.72)  -0.023
C (5.55, 3.21, 1.69)  -0.081
C (4.22, 3.30, 2.08)  -0.083
C (3.29, 2.46, 1.49)  -0.027
C (3.64, 1.52, 0.52)  -0.061
C (2.58, 0.64, -0.01)  -0.408
O (1.38, 0.83, 0.47)  -0.229
N (2.82, -0.32, -0.83)  0.049
N (1.65, -1.07, -1.07)  -0.192
C (1.91, -2.13, -1.79)  -0.882
S (3.54, -2.44, -2.32)  0.987
C (3.17, -4.11, -2.96)  -0.495
C (1.76, -4.12, -3.48)  -0.480
S (0.70, -3.27, -2.28)  0.828
H (6.32, 0.65, -0.96)  0.111
H (6.96, 2.23, 0.41)  0.114
H (6.29, 3.86, 2.14)  0.106
H (3.91, 4.01, 2.83)  0.100
H (2.25, 2.51, 1.79)  0.101
H (3.30, -4.82, -2.14)  0.083
H (3.90, -4.33, -3.74)  0.079
H (1.36, -5.14, -3.56)  0.074
H (1.67, -3.63, -4.45)  0.071
Se (-4.42, -4.25, -1.51)  -0.160
Sb (-2.67, -5.07, -0.14)  -0.254
Se (-2.78, -4.92, 2.22)  -0.109
Se (-0.89, -6.26, -1.16)  -0.159
Se (-1.32, -2.32, -0.09)  0.298

***

Molecular formula: C46H38FN6O4PRuS
Method: DFT, wB97M-V/def2-TZVPD

Calculated values
multiplicity: 6
net charge: +1
Kohn-Sham gap (alpha / beta): 7.41 / 6.15 eV
expectation value of S²: 8.762
E_LUMO (alpha / beta): -2.54 / -3.96 eV

Each line ends with the Mulliken spin population.
Element x y z (Å)
Ru (-0.15, -0.30, 0.05)  3.822
N (0.54, -1.67, 4.11)  0.008
C (0.39, -0.83, 3.08)  -0.020
S (-1.18, -0.68, 2.36)  0.278
N (1.47, -0.14, 2.74)  0.034
N (1.27, 0.63, 1.65)  0.125
C (2.22, 1.39, 1.20)  0.001
C (3.56, 1.52, 1.80)  0.006
C (3.73, 1.73, 3.16)  0.005
C (5.01, 1.84, 3.69)  -0.001
C (6.12, 1.73, 2.86)  0.002
C (5.95, 1.52, 1.50)  -0.001
C (4.68, 1.42, 0.97)  0.007
C (1.86, 2.17, -0.01)  0.026
C (2.52, 3.35, -0.35)  0.011
C (2.09, 4.05, -1.46)  -0.003
C (1.03, 3.56, -2.21)  0.005
C (0.43, 2.38, -1.80)  0.016
N (0.84, 1.70, -0.73)  0.035
H (-0.18, -2.36, 4.27)  0.001
H (1.48, -1.88, 4.40)  0.000
H (2.87, 1.79, 3.81)  0.000
H (5.14, 2.01, 4.75)  0.000
H (7.11, 1.82, 3.28)  0.000
H (6.82, 1.43, 0.85)  0.000
H (4.55, 1.26, -0.10)  0.000
H (3.34, 3.71, 0.26)  0.002
H (2.58, 4.98, -1.73)  0.000
H (0.67, 4.07, -3.09)  0.001
H (-0.39, 1.95, -2.36)  0.004
O (-1.16, 2.57, 1.42)  0.007
N (-1.77, 1.69, 0.55)  0.075
C (-3.03, 1.85, 0.52)  -0.005
C (-4.01, 1.13, -0.30)  0.011
C (-5.32, 1.59, -0.13)  -0.004
C (-6.39, 1.03, -0.82)  0.001
C (-6.16, -0.01, -1.71)  0.000
C (-4.86, -0.47, -1.89)  0.008
C (-3.78, 0.08, -1.20)  -0.037
P (-2.16, -0.65, -1.58)  0.270
C (-2.44, -2.44, -1.70)  -0.035
C (-2.27, -3.21, -0.56)  0.012
C (-2.51, -4.57, -0.60)  -0.003
C (-2.91, -5.17, -1.78)  0.003
C (-3.07, -4.41, -2.93)  0.000
C (-2.84, -3.05, -2.89)  0.002
C (-1.81, -0.08, -3.26)  -0.013
C (-0.78, -0.67, -3.99)  0.031
C (-0.45, -0.20, -5.24)  -0.007
C (-1.13, 0.89, -5.78)  0.013
C (-2.15, 1.48, -5.07)  -0.006
C (-2.50, 1.00, -3.81)  0.019
H (-0.37, 2.09, 1.71)  0.002
H (-3.44, 2.61, 1.19)  0.008
H (-5.50, 2.40, 0.57)  0.000
H (-7.39, 1.41, -0.65)  0.000
H (-6.97, -0.45, -2.25)  0.000
H (-4.70, -1.29, -2.57)  0.000
H (-1.93, -2.76, 0.37)  -0.022
H (-2.37, -5.16, 0.30)  0.000
H (-3.09, -6.24, -1.81)  0.000
H (-3.38, -4.88, -3.86)  0.000
H (-2.96, -2.46, -3.79)  0.001
H (-0.23, -1.51, -3.57)  0.004
H (0.35, -0.67, -5.80)  0.000
H (-0.87, 1.26, -6.77)  0.001
H (-2.69, 2.32, -5.48)  0.000
H (-3.31, 1.47, -3.27)  0.003
C (4.55, -5.87, -2.82)  0.001
C (5.25, -4.65, -2.25)  -0.001
C (6.42, -4.15, -3.09)  0.000
C (5.94, -3.66, -4.44)  0.000
C (4.85, -2.63, -4.27)  0.001
C (4.61, -1.67, -5.22)  -0.001
C (3.62, -0.71, -5.03)  0.001
F (3.44, 0.21, -6.00)  0.000
C (2.85, -0.68, -3.91)  0.007
C (3.05, -1.65, -2.92)  0.006
C (2.23, -1.64, -1.72)  -0.034
O (1.36, -0.73, -1.59)  0.145
C (2.52, -2.62, -0.74)  -0.024
C (3.54, -3.51, -0.97)  0.004
N (4.27, -3.55, -2.08)  0.006
C (4.06, -2.62, -3.09)  0.000
C (1.76, -2.75, 0.55)  0.028
O (2.24, -3.34, 1.49)  0.039
O (0.58, -2.21, 0.54)  0.120
H (5.27, -6.68, -2.97)  0.000
H (4.08, -5.65, -3.78)  0.000
H (3.78, -6.23, -2.14)  0.000
H (5.61, -4.86, -1.24)  0.000
H (7.13, -4.97, -3.21)  0.000
H (6.93, -3.35, -2.56)  0.000
H (5.56, -4.49, -5.04)  0.000
H (6.76, -3.22, -5.01)  0.000
H (5.21, -1.64, -6.12)  0.000
H (2.09, 0.08, -3.76)  0.000
H (3.76, -4.25, -0.21)  0.001

***

Taking the records one at a time from the top gives ΔE to the lowest compared entry with this formula, charge and spin values of 2603.3; 37.8; 6.8 kJ/mol.